Entry 1:
Below is a molecular structure, C36H34N2O8Sb2Zn, with properties calculated with ωB97M-V/def2-TZVPD.

Frontier orbital gap (eV): 8.6715
DFT total energy (hartree): -4363.30497
Energy above the lowest of the compared OMol25 structures with the same formula, charge and spin (eV): 0.498
Largest force on an atom (eV/A): 0.994
LUMO level (eV): 0.083
E_HOMO (hartree): -0.3156

Last column: Mulliken charge in e.
CARTESIAN COORDINATES (ANGSTROEM)
Zn 0.683 1.173 -0.110  3.067
C -3.281 0.922 -0.758  -1.549
C -3.387 -0.596 -0.580  0.633
C -2.211 -1.392 -1.150  -0.983
Sb -1.894 -3.368 -0.336  0.758
C -1.151 -2.804 1.581  -1.107
C -0.793 -1.517 1.976  2.025
C -0.318 -1.270 3.260  -0.347
C -0.194 -2.316 4.165  -0.917
C -0.546 -3.606 3.782  -0.705
C -1.017 -3.849 2.499  -0.511
C -3.912 -3.713 0.315  -0.157
C -4.434 -3.162 1.487  0.256
C -5.764 -3.367 1.834  -0.715
C -6.593 -4.126 1.016  -0.416
C -6.084 -4.685 -0.147  -0.567
C -4.753 -4.480 -0.491  -0.510
Sb -1.761 1.759 0.462  0.211
C -1.959 3.835 0.225  0.628
C -1.135 4.664 0.983  -0.512
C -1.180 6.038 0.791  -0.745
C -2.036 6.580 -0.160  -0.517
C -2.845 5.752 -0.925  -0.636
C -2.804 4.376 -0.741  -0.429
C -2.476 1.378 2.396  1.173
C -1.606 1.563 3.470  -0.979
C -2.046 1.317 4.764  -0.382
C -3.343 0.874 4.984  -0.609
C -4.208 0.684 3.915  -0.733
C -3.778 0.937 2.618  -0.661
H -4.226 1.398 -0.489  0.590
H -3.044 1.203 -1.786  0.477
H -4.309 -0.926 -1.065  0.707
H -3.528 -0.823 0.480  -0.489
H -1.262 -0.855 -1.043  -0.194
H -2.329 -1.576 -2.220  0.553
H -0.891 -0.685 1.284  -0.739
H -0.048 -0.261 3.550  0.557
H 0.175 -2.128 5.165  0.398
H -0.450 -4.425 4.484  0.392
H -1.289 -4.862 2.220  0.380
H -3.802 -2.580 2.150  0.364
H -6.152 -2.937 2.750  0.396
H -7.629 -4.285 1.287  0.384
H -6.720 -5.287 -0.784  0.382
H -4.369 -4.933 -1.400  0.354
H -0.435 4.254 1.703  0.304
H -0.533 6.681 1.372  0.418
H -2.062 7.651 -0.313  0.390
H -3.504 6.176 -1.672  0.396
H -3.437 3.738 -1.345  0.353
H -0.585 1.893 3.304  0.496
H -1.371 1.462 5.598  0.429
H -3.681 0.675 5.993  0.397
H -5.220 0.340 4.088  0.457
H -4.463 0.783 1.793  0.300
O 2.533 4.091 1.520  -0.658
C 2.434 3.091 0.843  -0.227
O 1.781 2.016 1.222  -0.842
C 3.170 3.018 -0.489  0.769
C 4.402 3.631 -0.506  -0.321
C 5.197 3.578 -1.640  -0.681
C 4.789 2.915 -2.767  -0.366
C 3.544 2.317 -2.773  -0.354
C 2.660 2.367 -1.663  1.096
O 1.470 1.859 -1.722  -1.623
N 3.211 1.563 -4.000  1.044
O 4.096 1.432 -4.827  -0.665
O 2.067 1.199 -4.175  -0.604
N 6.520 4.224 -1.630  1.059
O 7.165 4.213 -2.659  -0.635
O 6.876 4.758 -0.600  -0.634
H 4.745 4.156 0.374  0.603
H 5.425 2.855 -3.636  0.649
C 3.912 -0.812 -0.207  -1.191
C 2.593 -1.096 0.466  -0.175
O 1.480 -0.712 -0.396  -0.420
H 4.732 -1.063 0.469  0.423
H 3.998 0.246 -0.463  0.129
H 4.034 -1.410 -1.114  0.393
H 2.480 -0.505 1.374  0.140
H 2.472 -2.149 0.714  0.337
H 1.750 -0.773 -1.322  0.240

***

Entry 2:
Below is 2 unconnected molecules or ions with the total composition C5H12N2O at a distorted geometry, with properties calculated with ωB97M-V/def2-TZVPD.

Frontier orbital gap (eV): 9.4658
DFT total energy (hartree): -382.40275
Energy above the lowest of the compared OMol25 structures with the same formula, charge and spin (eV): 2.715
Largest force on an atom (eV/A): 1.601
LUMO level (eV): 0.843
E_HOMO (hartree): -0.3169

Last column: Mulliken charge in e.
CARTESIAN COORDINATES (ANGSTROEM)
C -1.567 -0.619 -2.265  -1.220
C -1.442 -0.319 -0.803  -0.034
C -2.357 0.330 -0.104  -0.401
O -2.324 0.469 1.259  -0.475
H -2.036 -1.575 -2.498  0.283
H -2.173 0.153 -2.747  0.344
H -0.590 -0.576 -2.751  0.301
H -0.622 -0.769 -0.255  0.519
H -3.162 0.858 -0.613  0.324
H -3.227 0.479 1.589  0.329
C 1.416 1.169 -0.346  -0.551
N 2.444 0.861 0.643  -0.520
C 2.404 -0.271 1.210  0.137
N 1.835 -1.441 0.742  -0.396
H 1.605 2.158 -0.756  0.306
H 0.430 1.156 0.108  0.139
H 1.400 0.457 -1.186  0.170
H 2.945 -0.402 2.148  0.336
H 1.517 -1.452 -0.212  0.169
H 2.275 -2.286 1.062  0.240

***

Entry 3:
Below is a molecular structure, C31H57AlN13, with properties calculated with ωB97M-V/def2-TZVPD.

Frontier orbital gap (eV): 7.5905
DFT total energy (hartree): -2168.94172
Largest force on an atom (eV/A): 0.492
LUMO level (eV): -8.088
Total charge: +3
E_HOMO (hartree): -0.5762

Last column: Mulliken charge in e.
CARTESIAN COORDINATES (ANGSTROEM)
Al 0.966 -0.369 0.199  -2.869
C 0.806 -3.564 2.791  -0.995
N -0.303 -2.636 2.595  0.730
C -1.621 -3.254 2.650  -1.240
C -0.140 -1.312 2.827  -0.680
N 0.794 -0.601 2.161  1.568
C 1.481 0.408 2.981  -1.286
C 2.857 0.740 2.378  -1.189
N 2.875 0.536 0.914  0.854
C 3.118 1.788 0.163  -1.323
C 1.813 2.610 0.007  -0.160
N 0.721 1.693 0.385  -0.060
C -1.408 2.921 0.091  -1.069
N -3.704 2.431 0.953  0.352
C -4.707 3.057 1.827  -1.141
C -4.827 1.994 -1.165  -1.323
N -0.594 4.050 -0.248  0.748
C -0.702 4.358 -1.679  -0.930
C -0.718 5.257 0.563  -1.342
C 3.866 -0.483 0.542  -1.367
C 3.705 -0.827 -0.928  -1.084
N 2.285 -0.717 -1.312  2.004
C 2.030 -0.996 -2.597  -0.565
N 2.874 -1.694 -3.388  0.440
C 3.137 -1.265 -4.765  -1.146
C 3.591 -2.911 -3.026  -1.214
N 0.885 -0.546 -3.170  0.897
C 0.397 0.812 -2.976  -0.896
C 0.272 -1.228 -4.303  -1.279
N -0.927 -0.744 3.752  0.427
C -1.390 -1.479 4.931  -1.199
C -1.416 0.624 3.653  -1.114
H 0.732 -4.023 3.782  0.405
H 1.755 -3.037 2.728  0.207
H 0.775 -4.363 2.054  0.358
H -1.704 -3.952 1.814  0.292
H -2.395 -2.498 2.546  0.371
H -1.783 -3.815 3.573  0.452
H 1.622 0.017 3.989  0.959
H 0.900 1.331 3.102  0.145
H 3.615 0.111 2.843  0.485
H 3.119 1.769 2.628  0.225
H 3.469 1.523 -0.830  0.184
H 3.899 2.385 0.636  0.611
H 1.699 2.943 -1.019  0.455
H 1.817 3.496 0.636  0.570
H -4.222 3.720 2.539  0.439
H -5.231 2.287 2.388  0.364
H -5.440 3.633 1.257  0.371
H -4.021 2.428 -1.757  0.311
H -5.545 2.772 -0.908  0.373
H -5.344 1.247 -1.764  0.485
H -0.471 3.470 -2.270  0.143
H 0.004 5.148 -1.935  0.406
H -1.709 4.701 -1.953  0.304
H -0.734 5.000 1.623  0.419
H -1.604 5.859 0.326  0.430
H 0.157 5.878 0.373  0.348
H 3.658 -1.368 1.150  0.439
H 4.890 -0.161 0.749  0.467
H 4.102 -1.831 -1.058  0.397
H 4.310 -0.172 -1.561  0.574
H 2.740 -0.270 -4.948  0.320
H 2.732 -1.963 -5.499  0.373
H 4.219 -1.224 -4.901  0.421
H 3.217 -3.325 -2.097  0.326
H 4.668 -2.740 -2.961  0.355
H 3.420 -3.648 -3.813  0.368
H 0.897 1.263 -2.127  -0.107
H -0.682 0.811 -2.813  0.226
H 0.603 1.411 -3.869  0.655
H 0.583 -2.269 -4.336  0.389
H 0.508 -0.749 -5.255  0.401
H -0.812 -1.195 -4.171  0.313
H -0.785 -2.367 5.089  0.345
H -2.443 -1.755 4.852  0.412
H -1.272 -0.834 5.802  0.429
H -1.408 0.952 2.612  0.236
H -0.842 1.320 4.270  0.318
H -2.445 0.646 4.011  0.525
N -1.995 -1.445 -1.074  0.288
C -2.166 -0.183 -0.449  -0.100
C -3.448 0.167 -0.267  -1.355
C -4.250 1.358 0.126  -0.304
C -2.668 3.183 0.609  -0.244
C -0.692 1.701 0.031  -0.176
N -0.962 0.420 -0.127  1.209
C -0.972 -2.336 -1.071  0.269
C -1.164 -3.522 -1.815  -1.070
C -0.214 -4.503 -1.802  -1.153
C 0.943 -4.314 -1.032  -1.005
C 1.087 -3.125 -0.384  -0.723
N 0.166 -2.122 -0.390  1.556
H -2.816 -1.773 -1.553  0.415
H -4.145 -0.602 -0.587  0.546
H -5.096 0.960 0.686  0.575
H -2.782 4.225 0.899  0.664
H 0.699 1.741 1.403  0.366
H -2.076 -3.639 -2.386  0.581
H -0.354 -5.411 -2.375  0.499
H 1.697 -5.084 -0.959  0.639
H 1.978 -2.912 0.192  0.678